# C3H3IN2OS

C3H3IN2OS as an isolated structure at a distorted geometry (wB97M-V/def2-TZVPD, the OMol25 dataset).

Last column: Löwdin charge in e.
Atoms and positions in Å:
C 0.57 0.21 1.87  -0.4236
C 0.17 -2.38 0.42  -0.7876
C -0.48 0.75 -0.23  -0.3394
N -0.07 0.90 0.98  -0.0315
N -0.52 1.57 -1.26  0.0974
O -1.02 -1.82 -1.80  -0.5705
S 0.14 -1.45 -1.03  0.5823
I 1.83 -1.57 1.38  1.1832
H 0.44 0.14 2.98  0.0457
H 0.11 2.41 -1.38  0.1536
H -1.18 1.24 -1.93  0.0905

Results
HOMO level (spin up / spin down) in eV: -7.91 / -7.91
E_tot in Eh: -996.4806
HOMO-LUMO gap (spin up / spin down) in eV: 7.4 / 7.4
LUMO level (spin up / spin down) in eV: -0.52 / -0.52
Maximum force in eV/Å: 3.7
Molecular weight in g/mol: 242.04